[1]
{"formula": "C5H8N", "method": "ωB97M-V/def2-TZVPD", "species": ["H", "H", "N", "C", "C", "H", "C", "C", "H", "C", "H", "H", "H", "H"], "positions_angstrom": [[-2.521496, 0.654470, 0.043191], [0.018676, -1.293040, 1.661017], [-1.472111, 0.590398, -0.233678], [2.274825, 0.213476, -0.226399], [-0.536673, 0.845121, 0.881076], [3.162549, -0.400237, -0.411965], [0.041589, -0.678071, 0.778997], [-1.034941, -0.810748, -0.293598], [0.149391, 1.484653, 0.494208], [1.208577, -0.227168, 0.221257], [-1.789552, -1.486362, 0.006744], [-0.800843, -1.080075, -1.358165], [-1.319498, 0.917189, -1.224713], [2.619501, 1.270395, -0.337972]], "forces_ev_per_angstrom": [[2.25, 0.31, -0.69], [0.07, -0.09, 0.24], [-3.13, -0.47, -1.88], [4.51, 2.33, -1.21], [-0.27, -1.43, 0.90], [-0.52, -0.49, -0.15], [-0.29, -0.12, -0.60], [-0.12, -1.81, -1.23], [2.17, 2.98, -0.14], [-2.78, -0.89, 1.43], [-0.97, -0.57, 0.41], [0.43, 0.13, 1.23], [-0.43, 0.74, 1.53], [-0.93, -0.61, 0.15]], "mulliken_charge": [0.36, 0.46, -0.11, -0.66, -0.73, 0.28, 0.45, -0.72, 0.37, -0.05, 0.33, 0.36, 0.38, 0.29], "energy_ha": -249.5979, "e_homo_ev": [-13.169, -13.169], "spin_multiplicity": 1, "e_lumo_ev": [-4.5, -4.5], "charge": 1, "gap_ev": [8.64, 8.64]}

[2]
{"formula": "C38H29Cl2FeO7PS", "method": "ωB97M-V/def2-TZVPD", "species": ["C", "H", "C", "C", "C", "O", "P", "C", "C", "H", "H", "H", "C", "O", "C", "C", "Cl", "C", "H", "H", "H", "C", "H", "H", "C", "C", "C", "O", "H", "H", "C", "O", "H", "C", "C", "H", "H", "C", "S", "H", "C", "H", "H", "C", "C", "C", "Fe", "H", "H", "C", "H", "O", "C", "Cl", "O", "H", "H", "C", "H", "C", "C", "C", "C", "C", "C", "C", "H", "H", "C", "H", "C", "C", "H", "O", "H", "C", "H", "C", "C"], "positions_angstrom": [[-1.188353, 0.676858, 2.123481], [-1.879661, -3.533019, 0.706508], [1.357403, -2.111958, 2.701386], [2.188734, -0.331971, -3.647257], [2.490791, 1.749554, 1.652189], [3.282907, -0.407223, -1.285061], [-0.856867, -1.031038, 1.559632], [2.166026, -2.689349, 3.719882], [2.975130, 0.687622, -4.154194], [-0.493301, 2.481946, -6.426145], [-4.731592, 1.434234, -2.804718], [-1.542568, -1.734118, 4.445737], [3.189933, -2.287100, 1.130737], [1.531805, 1.083834, 1.120450], [3.881704, 1.155281, 1.331125], [0.377979, 0.333454, -5.065382], [5.226412, 2.024546, 2.091919], [0.294681, -2.531737, 5.248288], [-5.857598, -3.697103, 2.281622], [-3.477336, -0.189559, 2.846063], [3.606088, -2.124810, 0.145996], [-0.763602, 2.590448, 3.517564], [0.795723, 3.254482, -2.506088], [0.295203, -1.306906, -3.665270], [-2.921032, 0.636760, -2.003930], [-3.884589, -3.758459, 1.436885], [-1.721927, 2.954089, -2.946879], [1.585623, -2.012022, -1.766106], [0.686356, 1.904010, -7.604447], [-0.642489, 0.205510, -5.408393], [3.987671, -2.873070, 2.142703], [2.376563, 2.743489, 2.348198], [-3.376921, -0.273458, -1.631178], [-4.928218, -3.162260, 2.130693], [-2.523090, -1.788055, 1.771057], [-1.768078, 4.403866, 2.974385], [-2.944069, 3.372222, 1.049069], [1.596930, -2.871574, 5.000021], [2.790628, -1.344931, -2.308273], [-0.122967, -2.677479, 6.236946], [0.570683, 2.318181, -6.599766], [3.905487, 0.128862, 1.684934], [0.162696, 0.684965, 3.793399], [0.471881, 2.259792, -2.144058], [-1.624130, 3.354967, 2.746786], [-0.512615, -1.990557, 4.229620], [1.114100, -0.333996, -0.316673], [-1.249667, 3.854834, -3.323334], [-0.233345, 3.035309, 4.348610], [-3.062831, 2.753632, -3.123789], [-4.002893, -4.756281, 1.032926], [3.784924, -2.241118, -2.840347], [1.919580, -1.911783, 1.427072], [-4.030922, 3.959370, -3.932667], [1.317970, 1.505739, -1.691365], [4.111328, -3.509421, 4.171880], [1.079122, 3.281965, -6.571819], [0.014828, -1.774578, 2.984540], [3.973710, 0.829202, -3.759992], [-2.694342, -3.073299, 1.255565], [-4.773947, -1.877251, 2.629330], [-3.581447, -1.190421, 2.450131], [-0.541511, 1.258595, 3.207758], [-0.931472, 1.993291, -2.296513], [3.493334, -3.061145, 3.402519], [-1.515858, 0.794014, -1.781030], [-5.587962, -1.404232, 3.164935], [3.056713, 2.346985, -5.505337], [2.451837, 1.535805, -5.116125], [4.028403, 1.155515, 0.254601], [-3.670071, 1.581264, -2.650907], [-2.056579, 1.450095, 1.352668], [5.001625, -3.164464, 1.901214], [-0.873640, -0.102103, -1.144979], [2.216620, -3.290889, 5.784297], [0.894961, -0.521113, -4.104668], [-2.557270, 1.005419, 0.500789], [1.145039, 1.378015, -5.572398], [-2.274364, 2.781833, 1.662978]], "forces_ev_per_angstrom": [[-0.06, -0.02, -0.03], [-0.02, -0.03, 0.00], [-0.05, 0.00, 0.11], [-0.05, -0.19, 0.12], [0.86, 0.01, -0.16], [-0.73, 0.28, 0.54], [0.49, 0.80, 0.46], [-0.10, 0.07, -0.21], [0.12, -0.05, 0.02], [0.00, 0.01, -0.01], [0.00, 0.00, 0.02], [-0.03, 0.00, -0.05], [-0.08, -0.13, 0.05], [-1.14, -0.86, -0.95], [-0.54, 0.07, 0.01], [0.09, 0.03, -0.02], [0.20, 0.10, 0.07], [0.07, -0.05, 0.11], [-0.01, 0.01, -0.02], [0.03, 0.02, 0.00], [0.06, -0.01, 0.14], [0.01, 0.03, 0.05], [0.05, -0.05, -0.02], [-0.04, 0.03, -0.02], [0.02, -0.14, 0.00], [-0.02, -0.06, -0.01], [0.06, -0.06, 0.00], [-0.49, 0.60, 0.45], [-0.02, 0.04, -0.01], [-0.01, 0.01, 0.04], [-0.06, -0.15, 0.09], [-0.22, -0.19, -0.06], [0.00, 0.01, 0.00], [0.02, 0.02, 0.01], [0.16, -0.20, -0.50], [-0.02, -0.01, 0.02], [0.01, 0.00, -0.01], [-0.02, -0.02, 0.02], [-0.06, -0.42, -0.72], [0.00, -0.01, -0.01], [0.05, -0.08, 0.04], [0.05, -0.02, -0.03], [0.04, 0.00, 0.01], [0.03, 0.11, -0.16], [0.03, 0.04, 0.01], [0.03, 0.02, -0.07], [1.31, -1.04, 2.10], [-0.01, 0.02, 0.03], [0.03, 0.03, -0.02], [0.05, 0.03, 0.00], [0.03, 0.01, 0.00], [-0.12, 0.21, 0.14], [-0.22, 1.50, -2.01], [-0.09, 0.06, -0.07], [0.07, -0.19, 0.49], [0.00, 0.03, 0.03], [-0.02, 0.01, -0.03], [-0.09, 0.10, -0.14], [0.00, 0.06, -0.05], [0.06, 0.03, -0.04], [-0.06, -0.04, 0.02], [0.07, 0.04, 0.03], [-0.09, -0.07, -0.07], [-0.30, -0.18, 0.24], [0.17, -0.04, -0.02], [0.10, 0.25, -0.26], [0.01, 0.01, 0.00], [0.00, 0.01, 0.02], [0.01, -0.03, 0.04], [0.04, -0.01, 0.04], [0.11, 0.04, -0.01], [0.02, -0.09, 0.01], [0.04, -0.02, 0.04], [0.38, -0.32, 0.10], [-0.02, -0.02, 0.02], [-0.01, -0.06, 0.02], [-0.01, 0.07, 0.08], [-0.06, 0.03, -0.05], [-0.04, 0.01, -0.04]], "mulliken_charge": [1.06, 0.43, 0.36, 0.06, 0.11, -0.58, 1.46, 0.99, -0.57, 0.34, 0.42, 0.51, -0.66, -0.32, 0.71, -0.62, -0.27, -0.99, 0.38, 0.36, 0.27, -0.40, 0.14, 0.37, -0.28, -0.66, -1.11, -0.75, 0.33, 0.31, -0.80, -0.70, 0.46, -0.42, 0.53, 0.36, 0.43, -0.82, 1.35, 0.41, -1.60, -0.31, 0.27, -0.76, -0.75, -0.11, 1.54, 0.40, 0.39, 0.02, 0.40, -0.77, 0.24, -0.28, -0.38, 0.36, 0.37, 0.01, 0.44, -0.73, -0.75, -0.20, -0.86, 1.17, -0.92, 0.37, 0.41, 0.34, -1.02, -0.06, -0.71, -0.63, 0.43, -0.81, 0.38, 0.02, 0.61, 1.07, -0.82], "energy_ha": -4915.8339, "e_homo_ev": [-5.466, -5.426], "spin_multiplicity": 2, "e_lumo_ev": [1.2, 1.0], "charge": -1, "gap_ev": [6.65, 6.46]}

[3]
{"formula": "C17H26AlCl2N2O", "method": "ωB97M-V/def2-TZVPD", "species": ["H", "Cl", "C", "O", "C", "H", "C", "Al", "C", "H", "H", "Cl", "H", "C", "H", "N", "H", "C", "C", "H", "H", "H", "H", "C", "H", "C", "H", "H", "H", "H", "C", "C", "H", "H", "H", "C", "C", "H", "H", "C", "C", "C", "H", "H", "H", "H", "H", "N", "C"], "positions_angstrom": [[-2.768223, -0.001159, -3.981412], [0.764242, 1.904078, 0.747585], [1.330884, -1.243248, 4.580256], [-2.195514, -1.495683, 4.718396], [0.664235, 0.370136, -2.021446], [-3.312700, 0.838586, 7.040240], [2.024728, -0.119989, -1.258790], [0.695197, -0.250732, 0.056309], [-1.736998, 0.951636, -2.286178], [-2.682778, 1.224156, -1.772090], [3.408690, -1.468292, 3.944630], [-0.066918, -2.291635, -0.315530], [-2.033568, -1.145569, -2.793326], [-1.151756, -0.946994, 5.059455], [-0.672794, -0.926678, -4.968947], [0.869228, -0.694970, 1.931382], [-0.390011, 0.789728, -4.535115], [-0.178372, -0.680134, 2.783055], [0.039203, -0.903963, 4.136299], [1.536122, -0.185408, 7.455896], [-1.356765, 1.858429, -2.790236], [0.331210, 1.096072, 5.594771], [1.472306, 1.572092, 7.690797], [-0.595509, -0.218691, -4.134366], [-3.902104, -0.496600, 8.061011], [-0.161651, 0.812793, 6.532590], [-1.929173, -1.861692, 7.427610], [-0.949470, 0.539830, -0.346145], [-1.465561, -0.366774, 8.289684], [2.738666, 0.691298, -1.194881], [2.115334, -0.916396, 2.339855], [2.385139, -1.235167, 3.667520], [1.500014, -0.663191, -3.805987], [-0.867974, 1.618137, 6.802788], [0.378921, 0.519015, 8.618543], [-0.663870, 0.494797, -1.420717], [0.560055, -0.617955, -3.237786], [1.474967, -1.518574, 5.622806], [2.890462, -0.837455, 1.573373], [-1.899121, -0.765726, 7.370748], [0.864101, 0.660892, 7.645955], [-3.307664, -0.250282, 7.174838], [-3.763557, -0.728813, 6.303032], [0.389552, -1.614754, -2.805325], [0.921371, 1.401575, -2.334275], [2.454357, -1.009708, -1.708023], [-1.166105, -0.479641, 2.354828], [-0.946038, -0.420278, 6.319555], [-1.906888, -0.180797, -3.323730]], "forces_ev_per_angstrom": [[0.00, -0.08, -0.15], [0.28, 0.82, 0.73], [0.18, 0.12, -0.13], [0.70, 0.15, 0.40], [2.66, -0.12, -2.22], [-0.08, -0.17, 0.01], [-0.55, 0.27, 0.42], [-0.38, -0.14, 0.29], [-0.49, -0.65, -0.39], [0.57, -0.32, -0.12], [-0.20, 0.01, 0.12], [-0.26, -1.11, 0.37], [-0.10, 0.55, -0.24], [0.00, -0.04, -0.20], [-0.04, 0.15, -0.06], [-0.95, 0.11, 0.14], [-0.16, -0.28, -0.08], [0.91, -0.15, 0.23], [-0.60, -0.16, -0.33], [-0.18, 0.18, 0.05], [-0.40, 0.22, -0.44], [-0.22, -0.11, 0.23], [-0.09, -0.15, 0.11], [-0.39, -0.36, -0.05], [0.01, 0.11, -0.07], [-0.26, -0.33, -0.04], [0.05, 0.20, 0.14], [0.21, 0.50, -0.58], [-0.16, -0.23, 0.08], [0.01, 0.11, -0.12], [0.46, -0.24, 0.76], [-0.18, 0.11, -0.20], [-0.06, 0.22, 0.13], [0.22, -0.14, -0.19], [0.20, 0.02, -0.15], [-0.95, -0.64, 3.00], [-0.11, 0.56, 0.30], [0.05, 0.10, -0.22], [-0.23, -0.11, 0.25], [0.22, -0.25, -0.25], [0.22, 0.11, -0.02], [-0.35, 0.17, -0.06], [0.10, 0.22, 0.19], [0.02, 0.26, -0.16], [0.21, -0.08, -0.71], [-0.17, 0.04, -0.20], [0.39, -0.12, 0.28], [0.00, 0.20, -0.32], [-0.13, 0.44, -0.56]], "mulliken_charge": [0.44, -0.43, -0.39, -0.64, 1.03, 0.26, -1.46, -0.41, -1.21, 0.33, 0.41, -0.46, 0.31, 0.47, 0.39, 0.39, 0.36, -0.04, -0.41, 0.18, 0.30, 0.40, 0.37, -0.74, 0.39, -0.63, 0.34, 0.34, 0.24, 0.41, -0.25, -0.82, 0.33, 0.32, 0.33, -0.13, -0.95, 0.56, 0.41, -0.54, -0.93, -1.07, 0.29, 0.27, 0.10, 0.45, 0.47, 0.35, -0.73], "energy_ha": -2011.0142, "e_homo_ev": [-2.125, -0.696], "spin_multiplicity": 1, "e_lumo_ev": [2.5, 2.0], "charge": -1, "gap_ev": [4.60, 2.75]}

[4]
{"formula": "C4H10N4", "method": "ωB97M-V/def2-TZVPD", "species": ["H", "N", "C", "H", "H", "H", "N", "N", "H", "H", "H", "H", "C", "C", "C", "H", "N", "H"], "positions_angstrom": [[0.127553, -0.061915, -1.997218], [0.740684, 1.897073, -0.487975], [-0.027653, 0.768055, -0.260040], [0.311105, 2.537155, -2.470105], [-0.948874, -1.912084, -0.231841], [0.531171, 2.675019, 0.120138], [-0.598220, 0.735691, 0.992562], [-0.130849, -2.601015, 2.751822], [-0.084060, 1.194036, 1.728306], [1.829527, 3.119863, -1.751347], [1.696414, 1.439193, -2.275706], [-0.955903, -0.172994, 1.249940], [-0.637404, -2.696441, 1.647757], [1.154356, 2.269344, -1.820836], [-1.277438, -2.608663, 0.530586], [0.655617, -3.177878, 3.018566], [-0.247394, -0.190277, -1.065726], [-2.138632, -3.214160, 0.321115]], "forces_ev_per_angstrom": [[0.07, 0.21, 0.08], [-0.09, 0.14, 0.28], [0.20, 0.38, -0.06], [0.07, -0.04, 0.02], [0.18, 0.06, -0.05], [-0.03, -0.11, -0.06], [-0.02, 0.14, 0.32], [-0.05, 0.25, 0.48], [0.01, -0.09, 0.00], [0.01, -0.03, -0.03], [0.04, 0.09, -0.04], [-0.03, 0.07, 0.00], [0.31, -0.03, 0.62], [-0.08, -0.17, -0.08], [-0.40, -0.11, -0.76], [0.07, -0.19, -0.27], [-0.04, -0.30, -0.57], [-0.20, -0.25, 0.14]], "mulliken_charge": [0.14, -0.22, 0.52, 0.32, 0.30, 0.24, -0.49, -0.51, 0.23, 0.32, 0.32, 0.18, 0.56, -0.99, -0.83, 0.27, -0.62, 0.24], "smiles": "[H]/N=C(/N)NC.C=C=N", "energy_ha": -377.3936, "e_homo_ev": -8.690, "spin_multiplicity": 1, "e_lumo_ev": 0.9, "charge": 0, "gap_ev": 9.56}

[5]
{"formula": "C7H11NO", "method": "ωB97M-V/def2-TZVPD", "species": ["H", "H", "C", "H", "C", "O", "C", "H", "H", "H", "N", "C", "H", "H", "C", "H", "H", "H", "C", "C"], "positions_angstrom": [[-2.053991, 0.188668, 2.106346], [0.842941, 1.584573, 0.136141], [-0.264213, -0.801353, 0.459249], [-3.254031, 0.021043, 0.821773], [1.891736, -0.193807, 0.268430], [0.484611, -2.175804, -1.533152], [1.828444, 1.116927, 0.170536], [2.757041, -2.015470, 0.585997], [-1.680528, 1.722236, -1.285268], [-0.400714, 0.654129, -1.839564], [2.935208, -1.068605, 0.277656], [0.265431, -1.610981, -0.542125], [-2.084855, 0.114471, -1.872815], [-0.247529, -1.226547, 1.457539], [-1.196033, 0.178836, 0.120050], [-2.487850, 1.579256, 1.107809], [2.694559, 1.770102, 0.232634], [3.613891, -1.018568, -0.471367], [-1.344501, 0.680873, -1.287059], [-2.299617, 0.500022, 1.087188]], "forces_ev_per_angstrom": [[0.00, 0.01, -0.06], [-0.04, -0.06, -0.11], [-1.77, -0.47, -0.21], [0.16, 0.01, -0.06], [-0.45, -0.10, -0.56], [0.13, 0.36, 1.57], [-0.01, -0.15, 0.12], [0.05, 0.18, -0.14], [0.00, -0.04, 0.02], [0.00, -0.04, 0.05], [0.73, -0.40, 0.03], [0.46, 1.09, -1.13], [0.06, 0.04, 0.05], [0.10, 0.03, -0.05], [0.52, -0.66, 0.15], [-0.05, -0.04, 0.05], [0.00, -0.05, 0.01], [-0.03, 0.02, 0.14], [-0.05, -0.07, -0.09], [0.18, 0.33, 0.21]], "mulliken_charge": [0.37, 0.20, -0.53, 0.28, 0.33, -0.36, -0.84, 0.24, 0.38, 0.38, -0.53, 0.49, 0.36, 0.33, 0.90, 0.32, 0.34, 0.22, -1.46, -1.42], "energy_ha": -403.1306, "e_homo_ev": [-6.230, -6.256], "spin_multiplicity": 1, "e_lumo_ev": [0.2, 0.2], "charge": 0, "gap_ev": [6.39, 6.45]}